This record from the Open Molecules 2025 dataset describes one molecule with the formula CH3N5O at a distorted geometry. The level of theory is wB97M-V/def2-TZVPD.

Kohn-Sham gap in eV: 10.288
Electronic energy in hartree: -388.781908
Relative energy (zero: lowest compared OMol25 entry of this formula, charge and spin) in kcal per mole: 55.1
LUMO level in eV: 0.34
F_max in eV Å⁻¹: 7.10
SMILES: Nn1nnnc1O

```
! wB97M-V def2-TZVPD RIJCOSX def2/J DEFGRID3
* xyz 0 1
C -0.155 -0.972 0.059
H 0.521 1.402 1.081
H 1.048 1.878 -0.428
H 1.722 -0.993 -0.403
N 0.879 0.986 0.215
N -0.180 0.318 -0.105
N -1.466 0.735 -0.436
N -2.065 -0.329 0.030
N -1.327 -1.437 0.235
O 1.024 -1.587 -0.248
*
```

These are the Löwdin partial charges, in e, on atoms 1 to 4: number 1, C, carries -0.4648; number 2, H, carries 0.1166; number 3, H, carries 0.1723; number 4, H, carries 0.0715